The following is a DFT calculation (wB97M-V/def2-TZVPD) of C38H29BrClN5O3V as an isolated structure in a non-equilibrium geometry.

Geometry as XYZ:
```
78
Properties=species:S:1:pos:R:3:forces:R:3
V 0.51041 -0.92479 0.88934 -0.4927 0.7794 2.1159
O -1.64613 3.70037 -0.41301 -0.0549 0.0014 0.0241
C -2.23662 3.42045 0.78789 -0.0762 0.1196 -0.1120
C -3.14874 4.30774 1.35392 -0.0037 0.0097 0.0098
C -3.73989 4.02908 2.57715 0.0049 -0.0212 -0.0268
C -3.42245 2.85329 3.24100 0.1064 -0.0647 -0.0980
C -2.52020 1.96799 2.65824 -0.1483 0.1014 0.1187
C -1.92009 2.22757 1.43364 -0.1544 -0.1262 0.0366
C -0.90581 1.22962 0.88646 0.6477 -0.0292 0.2979
O -0.85450 0.08894 1.65995 -1.5954 0.9494 0.3551
N 0.39946 1.91491 0.86292 0.2565 -0.3554 -0.2368
N 1.44188 0.89899 1.00362 -0.7831 0.4301 0.1151
C 2.48073 1.37334 1.76058 0.0066 -0.0675 -0.2656
C 3.71478 0.91678 1.79495 0.2454 -0.0613 -0.1557
Br 2.12725 -2.04996 2.38129 0.2368 -0.2571 0.4025
C 4.94393 0.46357 1.82912 0.0968 -0.0090 -0.1156
C 6.04894 0.96557 0.96376 -0.1712 -0.0319 0.1867
C 5.81929 1.86245 -0.08386 -0.0026 0.0132 -0.0407
C 6.87083 2.35092 -0.84503 0.0148 -0.0646 0.0573
C 8.18086 1.95022 -0.58517 -0.1312 -0.0038 0.0209
C 8.41679 1.03468 0.43039 -0.0798 -0.0228 0.0075
C 7.35934 0.54704 1.19144 0.0667 -0.0391 0.0015
H -2.02762 4.51371 -0.75937 0.0062 -0.0332 -0.0063
H -3.39330 5.22495 0.82512 0.0181 -0.0261 0.0145
H -4.44813 4.73141 3.00404 0.0527 -0.0365 -0.0278
H -3.87061 2.62506 4.20092 0.0182 -0.0074 -0.0550
H -2.25889 1.03591 3.14134 0.0067 0.0121 0.0000
H -0.43929 1.29300 -1.12431 -0.1390 0.2520 -0.0022
H 0.42311 2.57278 1.63477 0.1414 -0.0883 0.3187
H 2.27131 2.23220 2.40406 -0.0293 0.0803 0.0448
H 5.20859 -0.35412 2.50660 -0.0274 0.1009 -0.0943
H 4.79607 2.16284 -0.29144 0.0837 0.0183 0.0419
H 6.66899 3.04462 -1.65346 0.0044 -0.0023 0.0263
H 9.00300 2.34399 -1.17113 -0.0310 -0.0298 -0.0126
H 9.42707 0.69365 0.62835 -0.0330 0.0183 0.0196
H 7.54739 -0.17622 1.97992 0.0013 0.0704 -0.0273
Cl 2.30353 -0.32070 -6.19289 -0.0166 -0.0257 0.2127
C 2.03461 -0.64699 -4.48404 0.3798 0.1409 -0.0406
C 3.06537 -0.38166 -3.56064 -0.0852 0.0136 -0.4169
C 2.87765 -0.63158 -2.23074 -0.2130 -0.0801 0.0419
C 1.63841 -1.15119 -1.77725 -0.0063 0.1657 0.0722
O 1.43178 -1.34618 -0.53038 2.4409 -1.4154 -2.6709
C 0.61626 -1.42805 -2.70975 -0.2973 0.0433 -0.3102
C -0.63678 -2.02685 -2.27305 0.2296 0.2513 -0.8688
N -0.84217 -2.30075 -1.05993 -0.4098 -0.4451 1.2889
C -1.91064 -3.05777 -0.56594 0.5361 0.4896 0.2414
C -2.83382 -3.72678 -1.30653 -0.5255 -0.3910 -0.3253
C -3.84140 -4.51532 -0.69871 0.1488 0.1598 -0.4708
C -3.90448 -4.63002 0.65048 0.1082 0.0455 0.3520
C -2.94827 -3.96292 1.45991 -0.0296 -0.0239 -0.0474
C -2.95716 -4.06202 2.86834 -0.2446 -0.1532 -0.0344
C -2.03964 -3.37575 3.58785 0.2959 0.2240 0.1596
C -1.07678 -2.59199 2.90688 -0.1189 -0.0963 0.4126
N -0.99651 -2.50665 1.61040 -0.6152 -0.4436 -0.6642
C -1.94501 -3.17400 0.86326 0.2936 0.2600 0.0663
C 0.83993 -1.16056 -4.06872 -0.2845 -0.1189 -0.0511
H 4.00450 0.02670 -3.91240 -0.0194 -0.0113 -0.0281
H 3.64627 -0.43150 -1.49577 -0.0161 0.0205 0.0202
H -1.37891 -2.24156 -3.05403 0.0746 -0.0293 -0.1154
H -2.78706 -3.66274 -2.38674 -0.0726 -0.0418 0.0134
H -4.56178 -5.03432 -1.31860 0.0181 0.0366 -0.0479
H -4.67326 -5.22813 1.12618 0.0347 0.0076 0.0171
H -3.70376 -4.68372 3.35270 0.0152 0.0369 -0.0349
H -2.01701 -3.42079 4.66924 0.0149 0.0368 -0.0442
H -0.34207 -2.02502 3.46066 0.0579 -0.0402 0.0709
H 0.05737 -1.37055 -4.79148 0.0311 0.0109 0.0344
N -1.11702 0.82798 -0.53596 0.1522 0.1263 0.2668
C -2.39662 0.75331 -1.06743 0.0971 -0.2907 -0.0792
C -3.45577 0.24755 -0.30856 -0.1912 -0.0626 0.0545
C -4.73570 0.19437 -0.84308 0.0666 0.0291 -0.0427
C -4.98556 0.61284 -2.14668 0.1443 0.0048 0.0211
C -3.92097 1.06702 -2.92101 0.0294 -0.0502 0.1001
C -2.63925 1.13530 -2.39059 -0.0715 -0.0090 -0.0728
H -3.26149 -0.10964 0.69760 -0.0022 0.0582 -0.0811
H -5.54652 -0.18786 -0.23177 0.0376 0.0145 -0.0311
H -5.98843 0.58044 -2.55371 0.0188 -0.0228 -0.0052
H -4.08906 1.38140 -3.94577 0.0067 -0.0158 0.0445
H -1.81053 1.49408 -2.99536 -0.0745 0.0122 0.0539
```
Positions in Å, forces in eV/Å.

Computed properties:
Max |F|   3.89 eV/A
Charge   -1
DFT total energy   -161725.2062 eV
Multiplicity   3
Relative energy (zero: lowest compared OMol25 entry of this formula, charge and spin)   30.0 kcal per mole
Expectation value of S²   2.0168